Here is a 10-piece molecular cluster, C25H70O10 overall from the Open Molecules 2025 dataset. Energies are from ωB97M-V with the def2-TZVPD basis set.

Results
SMILES string: CC(C)O.CC(C)O.CC(C)O.CC(C)O.CC(C)O.CCO.CCO.CCO.CCO.CCO
E_LUMO: 0.5 eV

```
! wB97M-V def2-TZVPD RIJCOSX def2/J DEFGRID3
* xyz 0 1
C 5.413 -4.364 0.339
C 4.974 -2.976 0.810
C 5.832 -2.308 1.903
O 4.982 -2.073 -0.315
H 6.482 -4.293 0.055
H 4.879 -4.696 -0.575
H 5.248 -5.066 1.131
H 3.888 -3.008 1.151
H 5.461 -1.309 2.131
H 6.825 -2.199 1.540
H 5.868 -2.831 2.844
H 5.891 -1.926 -0.554
C -2.344 -5.194 -0.613
C -1.577 -5.311 0.757
C -0.376 -4.348 0.929
O -2.511 -5.197 1.828
H -3.215 -5.877 -0.464
H -1.734 -5.464 -1.493
H -2.839 -4.206 -0.828
H -1.272 -6.413 0.712
H 0.084 -4.529 1.914
H -0.621 -3.298 0.830
H 0.403 -4.702 0.124
H -2.504 -4.291 2.043
C 0.752 5.849 1.971
C 1.282 4.817 0.928
C 2.302 3.854 1.512
O 0.164 4.130 0.401
H 0.195 5.299 2.760
H 0.062 6.539 1.532
H 1.615 6.361 2.399
H 1.745 5.316 0.044
H 2.933 3.447 0.720
H 1.871 3.071 2.047
H 2.862 4.443 2.226
H -0.436 4.702 -0.146
C 4.093 1.658 -3.562
C 4.127 1.717 -2.070
C 4.176 3.125 -1.542
O 2.903 1.251 -1.450
H 4.082 0.664 -3.947
H 4.931 2.242 -4.001
H 3.162 2.174 -3.900
H 4.987 1.200 -1.652
H 3.284 3.677 -1.950
H 5.096 3.603 -1.807
H 4.129 3.172 -0.455
H 2.860 0.281 -1.409
C 0.310 -0.690 1.534
C 0.112 0.522 0.685
C -0.845 0.125 -0.500
O -0.436 1.542 1.497
H 0.663 -0.420 2.508
H 1.165 -1.239 1.028
H -0.650 -1.223 1.636
H 1.103 0.871 0.298
H -0.287 -0.646 -1.072
H -1.117 0.940 -1.189
H -1.666 -0.409 -0.015
H -0.414 2.376 1.023
C -3.568 -1.685 -6.082
C -3.970 -2.378 -4.851
O -3.232 -1.796 -3.697
H -3.701 -0.601 -5.992
H -4.206 -2.068 -6.911
H -2.459 -1.767 -6.230
H -3.677 -3.395 -4.992
H -5.058 -2.297 -4.684
H -3.460 -2.304 -2.933
C 1.046 -2.740 -2.469
C 1.923 -1.513 -2.488
O 2.675 -1.488 -1.280
H 1.688 -3.588 -2.599
H 0.271 -2.718 -3.268
H 0.413 -2.856 -1.585
H 1.400 -0.543 -2.520
H 2.554 -1.474 -3.469
H 3.487 -1.980 -1.326
C -4.084 5.124 -1.006
C -2.773 4.343 -1.242
O -1.681 5.271 -1.464
H -4.907 4.498 -0.671
H -4.474 5.616 -1.922
H -3.906 5.867 -0.265
H -2.984 3.654 -2.041
H -2.605 3.752 -0.283
H -1.761 5.655 -2.332
C -3.453 -1.963 4.615
C -3.464 -1.377 3.169
O -3.232 -2.446 2.221
H -3.450 -1.148 5.304
H -2.579 -2.594 4.761
H -4.304 -2.627 4.766
H -2.610 -0.652 3.079
H -4.463 -0.928 3.062
H -3.437 -2.109 1.353
C -4.132 2.076 4.381
C -2.875 2.513 3.699
O -3.020 2.298 2.275
H -4.987 2.625 4.069
H -3.998 2.390 5.447
H -4.330 1.004 4.319
H -2.025 1.956 4.017
H -2.811 3.595 3.852
H -2.137 2.336 1.932
*
```

Atom charges from the Löwdin analysis, given in e for atoms 1 to 99:
1 C -0.051
2 C -0.448
3 C -0.045
4 O -0.087
5 H 0.087
6 H 0.087
7 H 0.069
8 H 0.157
9 H 0.085
10 H 0.064
11 H 0.076
12 H 0.090
13 C -0.071
14 C -0.474
15 C -0.056
16 O -0.051
17 H 0.079
18 H 0.070
19 H 0.067
20 H 0.145
21 H 0.080
22 H 0.039
23 H 0.108
24 H 0.007
25 C -0.042
26 C -0.457
27 C -0.026
28 O -0.091
29 H 0.091
30 H 0.059
31 H 0.071
32 H 0.142
33 H 0.043
34 H 0.057
35 H 0.080
36 H 0.072
37 C -0.059
38 C -0.487
39 C -0.071
40 O -0.081
41 H 0.053
42 H 0.091
43 H 0.099
44 H 0.133
45 H 0.109
46 H 0.070
47 H 0.050
48 H 0.025
49 C -0.056
50 C -0.464
51 C -0.008
52 O -0.078
53 H 0.074
54 H 0.099
55 H 0.059
56 H 0.134
57 H 0.057
58 H 0.084
59 H 0.064
60 H 0.042
61 C -0.122
62 C -0.308
63 O -0.092
64 H 0.075
65 H 0.092
66 H 0.093
67 H 0.096
68 H 0.117
69 H 0.042
70 C -0.088
71 C -0.311
72 O -0.110
73 H 0.066
74 H 0.087
75 H 0.050
76 H 0.101
77 H 0.142
78 H 0.045
79 C -0.090
80 C -0.266
81 O -0.091
82 H 0.072
83 H 0.078
84 H 0.059
85 H 0.101
86 H 0.122
87 H 0.086
88 C -0.070
89 C -0.269
90 O -0.104
91 H 0.053
92 H 0.072
93 H 0.074
94 H 0.113
95 H 0.109
96 H 0.076
97 C -0.089
98 C -0.300
99 O -0.099


Here is C48H50ClN7P2RhSe2 as an isolated structure from the Open Molecules 2025 dataset. Energies are from ωB97M-V with the def2-TZVPD basis set.

Results
E_LUMO (alpha / beta): -2.8 / -5.7 eV

```
! wB97M-V def2-TZVPD RIJCOSX def2/J DEFGRID3
* xyz 1 5
Rh 1.139 0.534 -0.067
C 2.274 -5.044 4.191
C 2.676 -3.645 4.680
C 1.910 -3.295 5.965
C 4.171 -3.655 5.004
C 2.322 -2.644 3.596
C 0.959 -2.398 3.299
C 0.631 -1.519 2.302
N 1.536 -0.880 1.572
C 2.867 -1.042 1.852
C 3.251 -1.949 2.866
C 3.750 -0.215 1.109
C 5.149 -0.144 1.277
C 5.921 0.786 0.624
C 5.246 1.636 -0.287
C 3.893 1.516 -0.453
N 3.137 0.647 0.223
C 7.408 0.916 0.903
C 7.594 1.347 2.367
C 8.084 1.956 0.005
C 8.094 -0.438 0.680
H 2.494 -5.788 4.954
H 2.828 -5.299 3.290
H 1.213 -5.093 3.961
H 2.195 -3.971 6.767
H 0.835 -3.376 5.830
H 2.141 -2.278 6.275
H 4.366 -4.361 5.808
H 4.501 -2.672 5.331
H 4.756 -3.962 4.141
H 0.173 -2.892 3.841
H -0.407 -1.314 2.071
H 4.302 -2.081 3.053
H 5.602 -0.831 1.972
H 5.764 2.383 -0.859
H 3.378 2.178 -1.141
H 7.109 2.304 2.548
H 8.652 1.453 2.593
H 7.176 0.611 3.049
H 7.686 2.951 0.186
H 7.961 1.708 -1.046
H 9.149 1.984 0.221
H 7.731 -1.186 1.378
H 9.167 -0.340 0.827
H 7.916 -0.794 -0.332
Se -3.424 4.933 -2.200
P -3.745 2.828 -2.417
C -3.651 2.343 -4.164
C -4.649 2.755 -5.043
C -4.533 2.468 -6.391
C -3.414 1.799 -6.866
C -2.397 1.435 -5.999
C -2.511 1.709 -4.648
C -5.340 2.364 -1.669
C -5.494 2.728 -0.332
C -6.655 2.407 0.342
C -7.673 1.735 -0.320
C -7.531 1.393 -1.656
C -6.366 1.705 -2.338
C -2.422 2.017 -1.509
C -1.863 0.776 -1.148
N -0.764 1.099 -0.421
N -0.653 2.406 -0.358
N -1.624 2.967 -0.989
P -2.124 -1.000 -1.340
Se -0.302 -2.042 -0.902
C -3.429 -1.408 -0.124
C -3.136 -2.304 0.898
C -4.071 -2.560 1.885
C -5.308 -1.937 1.841
C -5.604 -1.048 0.822
C -4.665 -0.768 -0.153
C -2.692 -1.346 -3.039
C -1.865 -2.106 -3.860
C -2.243 -2.386 -5.158
C -3.454 -1.917 -5.644
C -4.283 -1.165 -4.827
C -3.906 -0.873 -3.530
H -5.497 3.316 -4.673
H -5.309 2.779 -7.073
H -3.331 1.577 -7.920
H -1.512 0.944 -6.375
H -1.710 1.446 -3.971
H -4.698 3.271 0.161
H -6.769 2.672 1.382
H -8.580 1.479 0.206
H -8.330 0.874 -2.167
H -6.258 1.438 -3.381
H -2.171 -2.794 0.919
H -3.829 -3.240 2.688
H -6.037 -2.138 2.610
H -6.563 -0.553 0.788
H -4.892 -0.039 -0.914
H -0.927 -2.481 -3.473
H -1.594 -2.973 -5.788
H -3.749 -2.137 -6.657
H -5.226 -0.799 -5.209
H -4.555 -0.278 -2.907
Cl 2.590 -0.567 -2.623
C 1.332 0.569 -2.178
H 0.427 0.266 -2.714
H 1.628 1.577 -2.489
N 1.931 2.788 2.240
C 1.567 3.452 3.349
C 0.321 2.988 3.702
C 0.008 2.029 2.735
N 0.994 1.921 1.859
H 2.788 2.887 1.715
H 2.195 4.192 3.804
H -0.279 3.296 4.532
H -0.877 1.428 2.654
*
```

Atom charges from the Löwdin analysis, given in e for atoms 1 to 99:
1 Rh 1.041
2 C -0.037
3 C -0.559
4 C -0.044
5 C -0.061
6 C -0.167
7 C -0.024
8 C -0.197
9 N -0.048
10 C -0.205
11 C 0.045
12 C -0.202
13 C 0.037
14 C -0.166
15 C -0.020
16 C -0.188
17 N -0.115
18 C -0.558
19 C -0.040
20 C -0.064
21 C -0.041
22 H 0.087
23 H 0.091
24 H 0.079
25 H 0.086
26 H 0.072
27 H 0.092
28 H 0.087
29 H 0.089
30 H 0.084
31 H 0.100
32 H 0.079
33 H 0.096
34 H 0.107
35 H 0.096
36 H 0.102
37 H 0.088
38 H 0.086
39 H 0.079
40 H 0.083
41 H 0.088
42 H 0.087
43 H 0.076
44 H 0.086
45 H 0.092
46 Se 0.664
47 P 0.668
48 C -0.364
49 C -0.100
50 C -0.055
51 C -0.050
52 C -0.056
53 C -0.081
54 C -0.369
55 C -0.102
56 C -0.057
57 C -0.066
58 C -0.053
59 C -0.093
60 C -0.407
61 C -0.359
62 N -0.203
63 N -0.040
64 N -0.048
65 P 0.673
66 Se 0.507
67 C -0.318
68 C -0.110
69 C -0.060
70 C -0.062
71 C -0.064
72 C -0.077
73 C -0.327
74 C -0.104
75 C -0.057
76 C -0.065
77 C -0.078
78 C -0.096
79 H 0.112
80 H 0.114
81 H 0.116
82 H 0.120
83 H 0.102
84 H 0.103
85 H 0.118
86 H 0.117
87 H 0.117
88 H 0.099
89 H 0.047
90 H 0.111
91 H 0.110
92 H 0.093
93 H 0.065
94 H 0.048
95 H 0.113
96 H 0.112
97 H 0.112
98 H 0.073
99 Cl 0.520


Here is an isolated ion of composition CH4NO2S and charge -1 from the Open Molecules 2025 dataset. Energies are from ωB97M-V with the def2-TZVPD basis set.

Results
SMILES string: C=[S@](N)(=O)[O-]
E_LUMO: 4.2 eV

```
! wB97M-V def2-TZVPD RIJCOSX def2/J DEFGRID3
* xyz -1 1
C -1.024 -0.305 1.037
S 0.229 -0.808 -0.047
N 1.079 1.079 -0.783
O -0.357 -1.271 -1.285
O 1.240 -1.799 0.420
H -0.450 0.139 1.890
H -1.529 0.480 0.444
H 0.479 1.442 -0.036
H 0.332 1.042 -1.639
*
```

Electronic structure analysis, natural (NBO) charges in units of e:
1 C -1.065
2 S 2.073
3 N -1.059
4 O -1.007
5 O -0.954
6 H 0.175
7 H 0.185
8 H 0.320
9 H 0.332


Computed largest force on an atom (eV/Å) in order:
2.90; 2.40; 4.02
Computed energy above the lowest of the compared OMol25 structures with the same formula, charge and spin (kcal per mole) in order:
38.0; 53.3; 109.6